[1]
{"formula": "H60O30", "method": "ωB97M-V/def2-TZVPD", "elements": ["O", "H", "H", "O", "H", "H", "O", "H", "H", "O", "H", "H", "O", "H", "H", "O", "H", "H", "O", "H", "H", "O", "H", "H", "O", "H", "H", "O", "H", "H", "O", "H", "H", "O", "H", "H", "O", "H", "H", "O", "H", "H", "O", "H", "H", "O", "H", "H", "O", "H", "H", "O", "H", "H", "O", "H", "H", "O", "H", "H", "O", "H", "H", "O", "H", "H", "O", "H", "H", "O", "H", "H", "O", "H", "H", "O", "H", "H", "O", "H", "H", "O", "H", "H", "O", "H", "H", "O", "H", "H"], "positions_angstrom": [[7.17811, 6.33977, 10.79496], [6.23738, 6.15433, 10.79798], [7.57665, 6.34587, 9.91618], [10.41056, 12.73589, 9.87346], [9.78465, 12.94279, 10.57920], [10.47969, 11.76106, 9.89563], [15.06805, 11.79596, 9.39880], [15.94435, 12.16770, 9.14271], [14.42522, 12.52841, 9.19865], [12.30792, 14.37205, 12.62458], [13.07832, 13.84594, 12.86657], [12.26278, 14.21439, 11.68063], [6.00051, 10.94521, 11.38158], [5.22779, 11.46497, 11.61103], [5.77166, 10.03037, 11.55627], [7.62564, 11.35789, 9.32806], [7.02712, 11.15505, 10.06965], [7.16740, 12.09375, 8.84970], [6.73944, 14.37295, 7.36581], [6.26970, 15.18917, 7.16380], [7.57682, 14.73218, 7.66615], [4.82398, 13.39229, 12.20087], [5.74819, 13.62385, 12.04414], [4.40858, 14.09281, 11.72807], [7.94587, 14.80766, 10.15564], [7.57283, 14.90089, 11.03339], [7.76129, 13.87341, 9.95931], [12.16940, 5.99284, 11.80336], [12.43371, 5.16504, 11.46760], [11.23308, 5.93909, 12.08501], [11.80418, 11.98621, 16.95693], [11.86108, 12.26469, 16.01108], [12.70786, 11.71156, 17.23405], [9.15790, 12.89433, 17.75822], [9.25444, 13.84992, 17.79760], [10.03717, 12.52917, 17.69611], [6.40167, 11.65511, 14.64785], [6.90386, 11.03977, 14.12200], [6.94200, 11.75032, 15.44738], [13.09139, 13.61604, 9.30175], [12.15073, 13.36104, 9.43018], [13.06208, 14.34041, 8.64626], [9.84815, 9.61316, 16.57842], [10.51049, 10.18012, 16.14709], [9.42989, 10.07950, 17.31937], [13.48802, 10.17236, 11.47963], [13.95721, 9.39541, 11.89489], [14.08661, 10.57998, 10.86633], [7.64065, 13.32670, 12.48754], [7.06107, 12.79993, 13.07600], [8.04988, 13.89601, 13.09542], [10.71567, 10.03937, 10.83665], [11.66745, 9.92911, 10.96990], [10.44430, 9.28137, 10.25418], [7.77339, 7.94616, 15.19207], [7.01802, 7.86084, 15.81487], [8.55886, 8.30494, 15.66211], [11.94062, 10.51340, 8.34993], [12.23768, 10.93392, 7.53538], [12.77710, 10.30914, 8.73916], [8.49275, 14.57057, 14.73838], [9.27989, 14.04194, 14.91224], [7.97116, 14.62685, 15.56545], [9.22340, 5.91995, 12.87467], [8.85126, 6.57722, 13.46886], [8.60594, 5.90637, 12.12053], [9.44466, 15.76257, 8.05016], [10.27753, 16.27749, 7.97631], [9.25842, 15.56419, 8.99901], [6.27063, 8.22215, 12.51843], [7.01636, 7.96562, 11.98828], [6.52062, 8.24833, 13.46344], [8.50385, 6.84386, 8.54184], [8.79824, 7.75071, 8.64209], [8.90412, 6.49308, 7.76822], [9.36072, 9.48954, 8.23112], [8.90147, 10.25862, 8.60294], [10.30904, 9.71292, 8.14844], [14.23639, 7.74379, 12.21791], [13.41024, 7.21094, 12.21940], [14.89984, 7.17588, 12.63518], [13.98049, 12.22614, 13.50530], [13.74189, 11.65768, 12.72628], [14.95693, 12.22212, 13.55106], [9.33333, 11.16309, 12.66794], [8.83208, 11.83930, 12.20851], [9.72630, 10.62634, 11.94932], [10.82935, 12.71455, 14.43771], [10.20332, 12.21833, 13.87647], [11.45559, 13.20142, 13.85041]], "mulliken_charge": [-0.65, 0.25, 0.41, -0.35, 0.18, 0.21, -0.67, 0.30, 0.42, -0.74, 0.35, 0.35, -0.57, 0.31, 0.23, -0.78, 0.41, 0.26, -0.59, 0.30, 0.35, -0.66, 0.33, 0.29, -0.58, 0.24, 0.23, -0.65, 0.26, 0.36, -0.63, 0.35, 0.28, -0.61, 0.27, 0.32, -0.66, 0.23, 0.32, -0.66, 0.38, 0.31, -0.65, 0.29, 0.30, -0.70, 0.35, 0.31, -0.47, 0.20, 0.36, -0.47, 0.16, 0.21, -0.58, 0.27, 0.34, -0.55, 0.26, 0.24, -0.62, 0.36, 0.27, -0.67, 0.28, 0.38, -0.68, 0.29, 0.37, -0.62, 0.34, 0.28, -0.68, 0.45, 0.27, -0.73, 0.44, 0.38, -0.63, 0.38, 0.27, -0.63, 0.44, 0.25, -0.17, -0.01, 0.27, -0.63, 0.42, 0.36], "homo_ev": -10.72, "total_charge": 0, "homo_lumo_gap_ev": 10.728}

***

[2]
{"formula": "H62O31", "method": "ωB97M-V/def2-TZVPD", "elements": ["O", "H", "H", "O", "H", "H", "O", "H", "H", "O", "H", "H", "O", "H", "H", "O", "H", "H", "O", "H", "H", "O", "H", "H", "O", "H", "H", "O", "H", "H", "O", "H", "H", "O", "H", "H", "O", "H", "H", "O", "H", "H", "O", "H", "H", "O", "H", "H", "O", "H", "H", "O", "H", "H", "O", "H", "H", "O", "H", "H", "O", "H", "H", "O", "H", "H", "O", "H", "H", "O", "H", "H", "O", "H", "H", "O", "H", "H", "O", "H", "H", "O", "H", "H", "O", "H", "H", "O", "H", "H", "O", "H", "H"], "positions_angstrom": [[12.75323, 6.51486, 10.58598], [12.56203, 7.38001, 10.22378], [12.26010, 5.90884, 10.03298], [17.74457, 2.55509, 8.68513], [16.99680, 3.04251, 8.33945], [18.22785, 2.27417, 7.90811], [11.58994, 4.38099, 9.40063], [12.02581, 4.06709, 8.60834], [11.43552, 3.59100, 9.91859], [12.14339, 6.61117, 6.83491], [11.47722, 7.17830, 7.22326], [11.84648, 5.72268, 7.03159], [14.18269, 2.48086, 10.17900], [14.01994, 3.04561, 9.42349], [14.81742, 2.96437, 10.70774], [15.30320, 5.35231, 9.67217], [14.55785, 5.94255, 9.78320], [16.05206, 5.84587, 10.00659], [17.20781, 2.17092, 3.88287], [17.81860, 2.74038, 4.35072], [17.21630, 1.35171, 4.37790], [18.57114, 3.81674, 5.67770], [18.96434, 4.68060, 5.80164], [17.88810, 3.76578, 6.34634], [14.52010, 8.40127, 12.19072], [13.69000, 8.00971, 12.46248], [14.64216, 8.10350, 11.28924], [11.50672, 1.80914, 10.67222], [11.49690, 1.53525, 11.58934], [12.38684, 2.15991, 10.53592], [14.70960, 2.99077, 2.87317], [14.06670, 2.29272, 2.74810], [15.47600, 2.54858, 3.23832], [12.97309, 3.13689, 7.36608], [13.55742, 3.47757, 6.68878], [12.97508, 2.18936, 7.23034], [13.07625, 0.33749, 7.08322], [12.29560, 0.27783, 6.53255], [13.09672, -0.49159, 7.56118], [17.61849, 6.93010, 7.47272], [17.30671, 7.03663, 6.57402], [16.90288, 7.26057, 8.01578], [17.40744, 7.42510, 4.55812], [17.06544, 6.66807, 4.08254], [18.33397, 7.22569, 4.69230], [14.22919, 0.15122, 4.12424], [14.20134, 0.33732, 5.06278], [13.39481, 0.47990, 3.78955], [11.11508, 4.48000, 4.36538], [10.27910, 4.10085, 4.63672], [10.90171, 5.00355, 3.59299], [15.98422, 4.10489, 7.20446], [15.19361, 4.32575, 6.71213], [15.87772, 4.55350, 8.04330], [12.05383, 1.83105, 3.21472], [11.12549, 1.63865, 3.08284], [12.06931, 2.73521, 3.52855], [16.82911, 4.06622, 1.41517], [16.43591, 3.48691, 2.06788], [16.63729, 3.64751, 0.57604], [17.09037, 7.32420, 11.62897], [16.73528, 8.15005, 11.30018], [17.19985, 7.46738, 12.56904], [18.11128, 1.39425, 11.50746], [17.40872, 1.87082, 11.94967], [17.99408, 1.60004, 10.58002], [19.21413, 1.10971, 6.92339], [18.86812, 0.33382, 6.48238], [19.66814, 1.59493, 6.23443], [14.57664, 7.97524, 7.52194], [14.36985, 8.90795, 7.58122], [13.77071, 7.57067, 7.20093], [14.06731, 4.49588, 5.13750], [14.44501, 4.09530, 4.35449], [13.14632, 4.63368, 4.91611], [14.16468, 4.44724, 12.70912], [13.75648, 4.82724, 13.48707], [13.61051, 4.73371, 11.98313], [13.88454, 5.68240, 1.83696], [14.19844, 4.84202, 2.17082], [13.68075, 6.19135, 2.62161], [20.51428, 2.10325, 4.38572], [20.30856, 2.40661, 3.50147], [20.19854, 2.80200, 4.95868], [15.99860, 2.34663, 13.15375], [16.35928, 2.46895, 14.03192], [15.77118, 3.22966, 12.86259], [19.46359, 4.77277, 8.48473], [18.79761, 4.16027, 8.79702], [19.36158, 5.54346, 9.04319], [12.97302, 7.14462, 4.07706], [12.08568, 7.47859, 3.94538], [13.02175, 6.95577, 5.01418]], "mulliken_charge": [-0.49, 0.28, 0.25, -0.54, 0.35, 0.32, -0.70, 0.23, 0.29, -0.57, 0.22, 0.18, -0.68, 0.37, 0.24, 0.12, -0.02, 0.01, -0.59, 0.33, 0.20, -0.60, 0.23, 0.20, -0.61, 0.30, 0.29, -0.66, 0.31, 0.44, -0.57, 0.27, 0.49, -0.41, 0.20, 0.23, -0.62, 0.29, 0.24, -0.56, 0.34, 0.19, -0.67, 0.32, 0.31, -0.60, 0.34, 0.31, -0.54, 0.24, 0.25, 0.43, -0.28, 0.25, -0.65, 0.24, 0.33, -0.64, 0.25, 0.26, -0.57, 0.28, 0.28, -0.67, 0.37, 0.33, -0.67, 0.28, 0.28, -0.44, 0.24, 0.32, 0.34, 0.02, -0.15, -0.55, 0.24, 0.25, -0.68, 0.34, 0.39, -0.66, 0.31, 0.33, -0.66, 0.29, 0.32, -0.57, 0.32, 0.27, -0.61, 0.26, 0.21], "homo_ev": -9.56, "total_charge": 0, "homo_lumo_gap_ev": 8.696}

***

[3]
{"formula": "H6IO3", "method": "ωB97M-V/def2-TZVPD", "elements": ["I", "O", "H", "H", "O", "H", "H", "O", "H", "H"], "positions_angstrom": [[1.52057, -0.96493, -0.75481], [1.42714, 2.65355, -0.12363], [1.47832, 1.69772, -0.11962], [2.09943, 2.93249, 0.49802], [-0.49343, -0.47942, 2.21560], [-1.26508, -0.41354, 1.65306], [0.22129, -0.69880, 1.61786], [-1.82113, -1.70478, -1.99504], [-2.25205, -1.58608, -1.14861], [-0.91507, -1.43622, -1.84283]], "mulliken_charge": [-0.76, -0.61, 0.26, 0.29, -0.63, 0.31, 0.24, -0.63, 0.30, 0.24], "homo_ev": -4.42, "total_charge": -1, "homo_lumo_gap_ev": 7.996}

***

[4]
{"formula": "H6IO3", "method": "ωB97M-V/def2-TZVPD", "elements": ["I", "O", "H", "H", "O", "H", "H", "O", "H", "H"], "positions_angstrom": [[0.54285, 0.23312, 0.25407], [3.81321, -1.39479, -0.25440], [3.88593, -1.62552, 0.64845], [2.99633, -0.95620, -0.39837], [-1.94631, -0.32911, -2.31415], [-1.32224, -0.19616, -1.67358], [-1.64190, 0.28551, -2.95502], [-2.42317, 1.21136, 2.14008], [-1.61074, 0.75466, 1.91899], [-2.29394, 2.01714, 2.63392]], "mulliken_charge": [-0.77, -0.63, 0.30, 0.25, -0.59, 0.22, 0.30, -0.62, 0.25, 0.29], "homo_ev": -4.27, "total_charge": -1, "homo_lumo_gap_ev": 7.857}

***

[5]
{"formula": "H6InO3", "method": "ωB97M-V/def2-TZVPD", "elements": ["In", "O", "H", "H", "O", "H", "H", "O", "H", "H"], "positions_angstrom": [[-0.17493, 0.09293, 3.86586], [-3.70086, -0.97698, 0.05916], [-4.60059, -0.66189, -0.02697], [-3.52320, -1.42485, -0.76794], [1.11210, 2.92736, -0.40365], [0.96448, 3.85832, -0.57023], [1.12481, 2.52706, -1.27303], [2.72454, -2.06325, 0.03215], [3.57156, -2.49928, -0.06083], [2.50210, -1.77944, -0.85454]], "mulliken_charge": [1.24, -0.27, 0.44, 0.43, -0.28, 0.44, 0.43, -0.27, 0.44, 0.42], "homo_ev": -23.06, "total_charge": 3, "homo_lumo_gap_ev": 2.310}

***

[6]
{"formula": "H6KO3", "method": "ωB97M-V/def2-TZVPD", "elements": ["K", "O", "H", "H", "O", "H", "H", "O", "H", "H"], "positions_angstrom": [[0.16836, -1.17611, -0.61542], [-0.18999, 1.45733, 0.42552], [0.34240, 1.49223, 1.23182], [-0.66578, 2.29846, 0.41258], [2.05351, 0.55689, -1.84140], [2.94420, 0.29180, -1.57367], [1.98612, 1.49555, -1.61927], [-2.15619, -1.99067, 0.83647], [-2.27866, -2.92084, 1.07229], [-2.20397, -1.50464, 1.67109]], "mulliken_charge": [0.90, -0.59, 0.32, 0.30, -0.63, 0.34, 0.33, -0.64, 0.34, 0.34], "homo_ev": -15.75, "total_charge": 1, "homo_lumo_gap_ev": 12.100}

***

[7]
{"formula": "H6N2", "method": "ωB97M-V/def2-TZVPD", "elements": ["N", "H", "H", "H", "N", "H", "H", "H"], "positions_angstrom": [[2.91468, -4.34386, -0.50020], [3.38549, -4.99669, 0.09514], [2.81976, -4.50768, -1.47778], [2.85865, -3.41943, -0.12245], [-2.99796, 4.39048, 0.60109], [-3.74956, 3.72080, 0.51182], [-2.98471, 4.95594, -0.24034], [-2.11387, 3.89514, 0.63848]], "mulliken_charge": [-0.54, 0.18, 0.18, 0.18, -0.65, 0.22, 0.22, 0.22], "homo_ev": -9.44, "total_charge": 0, "smiles": "N.N", "homo_lumo_gap_ev": 10.754}

***

[8]
{"formula": "H6N2", "method": "ωB97M-V/def2-TZVPD", "elements": ["N", "H", "H", "H", "N", "H", "H", "H"], "positions_angstrom": [[3.54955, -1.72081, -1.78703], [3.01517, -0.87554, -2.01192], [4.22918, -1.46045, -1.06527], [2.89500, -2.38117, -1.35563], [-3.45357, 1.32516, 1.58018], [-4.00391, 1.83452, 2.27897], [-3.75366, 1.66332, 0.66028], [-2.47776, 1.61495, 1.70040]], "mulliken_charge": [-0.66, 0.22, 0.22, 0.22, -0.66, 0.22, 0.22, 0.22], "homo_ev": -10.17, "total_charge": 0, "smiles": "N.N", "homo_lumo_gap_ev": 11.416}

***

Table of relative energy (zero: lowest compared OMol25 entry of this formula, charge and spin) (kJ/mol), in record order: 64.95; 265.50; 13.36; 44.81; 232.02; 12.49; 27.52; 11.30